[1]
Formula: C17H26N3PbSe
Source: OMol25
Level of theory: ωB97M-V/def2-TZVPD

Geometry (Å):
1 Pb 1.94 -1.47 -1.03
2 N 5.02 -1.37 0.03
3 C 4.85 -1.04 1.45
4 C 3.71 -1.84 2.06
5 N 2.38 -1.50 1.49
6 H 5.34 -2.33 -0.06
7 H 5.75 -0.79 -0.38
8 H 4.63 0.02 1.53
9 H 5.76 -1.23 2.03
10 H 3.71 -1.67 3.14
11 H 3.88 -2.91 1.90
12 H 2.09 -0.59 1.83
13 H 1.68 -2.16 1.81
14 C -6.53 -0.81 -0.34
15 C -5.04 -1.01 -0.35
16 C -4.28 -0.85 0.80
17 C -2.91 -1.10 0.83
18 C -2.16 -0.89 2.12
19 C -2.30 -1.53 -0.35
20 Se -0.45 -2.19 -0.23
21 C -3.01 -1.64 -1.54
22 C -2.39 -2.01 -2.86
23 C -4.38 -1.37 -1.51
24 H -6.88 -0.53 0.65
25 H -7.03 -1.73 -0.64
26 H -6.82 -0.03 -1.05
27 H -4.77 -0.53 1.72
28 H -2.83 -0.58 2.91
29 H -1.39 -0.12 1.99
30 H -1.66 -1.81 2.42
31 H -1.31 -2.09 -2.79
32 H -2.64 -1.27 -3.61
33 H -2.79 -2.97 -3.20
34 H -4.94 -1.48 -2.44
35 C 1.77 5.24 -0.43
36 C 1.82 3.75 -0.54
37 C 0.67 2.98 -0.45
38 C 0.75 1.60 -0.58
39 N 1.91 0.97 -0.79
40 C 3.03 1.71 -0.88
41 C 3.02 3.08 -0.76
42 H 0.75 5.60 -0.34
43 H 2.23 5.70 -1.31
44 H 2.33 5.58 0.44
45 H -0.30 3.43 -0.27
46 H -0.13 0.97 -0.52
47 H 3.95 1.16 -1.05
48 H 3.95 3.63 -0.85

As for the charge: +1. The value obtained for the molar mass is 558.6 u.

***

[2]
Formula: C24H22N2
Source: OMol25
Level of theory: ωB97M-V/def2-TZVPD

Geometry (Å):
1 C -5.63 -0.36 -1.67
2 C -5.01 -1.58 -1.38
3 C -3.62 -1.65 -1.26
4 C -2.83 -0.50 -1.51
5 C -1.36 -0.52 -1.51
6 N -0.75 0.66 -1.46
7 C 0.49 0.98 -1.67
8 C 0.95 2.32 -1.71
9 N 1.47 3.37 -1.73
10 C -0.61 -1.79 -1.57
11 C -1.09 -2.94 -2.26
12 C -0.32 -4.10 -2.30
13 C 0.95 -4.13 -1.72
14 C 1.43 -3.01 -1.04
15 C 0.65 -1.85 -0.95
16 C -3.47 0.73 -1.73
17 C -4.85 0.80 -1.80
18 H -6.71 -0.31 -1.77
19 H -5.61 -2.49 -1.25
20 H -3.15 -2.59 -0.98
21 H 1.23 0.24 -2.04
22 H -2.05 -2.91 -2.77
23 H -0.71 -4.98 -2.81
24 H 1.56 -5.02 -1.80
25 H 2.42 -3.01 -0.58
26 H 1.03 -0.98 -0.41
27 H -2.84 1.62 -1.85
28 H -5.33 1.77 -1.95
29 C -0.07 0.91 2.76
30 C 0.88 1.79 2.05
31 C 0.37 3.07 1.53
32 C 2.26 1.55 2.16
33 C 3.24 2.41 1.57
34 C 4.59 2.18 1.71
35 C 5.05 1.09 2.47
36 C 4.12 0.24 3.11
37 C 2.76 0.47 2.96
38 H 0.09 -0.15 2.52
39 H 0.05 1.01 3.85
40 H -1.11 1.15 2.52
41 H 0.91 3.45 0.67
42 H -0.68 2.97 1.23
43 H 0.41 3.86 2.31
44 H 2.91 3.26 0.96
45 H 5.32 2.85 1.25
46 H 6.12 0.92 2.60
47 H 4.47 -0.58 3.74
48 H 2.06 -0.19 3.48

The value obtained for the molar mass is 338.5 u.

***

For each record above, in turn, the calculated DFT total energy values are -3421.7623; -1037.1131 Eh.
For each record above, in turn, the calculated energy above the lowest of the compared OMol25 structures with the same formula, charge and spin values are 32.73; 382.48 kJ/mol.